C20H40NP3PtSSe | ωB97M-V/def2-TZVPD

Geometry (Å):
Pt 0.180 0.909 0.078
P 1.821 -1.443 0.747
P 0.593 2.937 1.068
P 1.066 1.072 -1.954
H -3.707 -1.742 -1.560
C -2.980 -2.205 -2.233
C -2.128 -3.128 -1.766
H -2.165 -3.457 -0.723
C 1.034 -2.608 1.860
C 3.101 -0.532 1.598
C 2.556 -2.362 -0.612
C -0.599 4.229 0.623
C 0.565 2.909 2.881
C 2.219 3.646 0.656
C 0.605 -0.358 -2.985
C 2.872 1.232 -2.126
C 0.393 2.518 -2.814
H -2.962 -1.860 -3.272
H -1.398 -3.622 -2.413
H 0.013 -2.826 1.519
H 0.989 -2.201 2.878
H 1.636 -3.528 1.847
H 2.684 0.123 2.371
H 3.685 0.073 0.892
H 3.766 -1.269 2.075
H 1.775 -2.883 -1.184
H 3.235 -3.100 -0.157
H 3.126 -1.703 -1.283
H -0.303 5.179 1.084
H -1.591 3.944 0.990
H -0.638 4.349 -0.466
H 0.799 3.916 3.248
H 1.317 2.214 3.275
H -0.431 2.630 3.240
H 2.375 4.533 1.284
H 2.250 3.953 -0.397
H 3.022 2.926 0.862
H 0.973 -0.192 -4.006
H -0.486 -0.469 -3.008
H 1.033 -1.294 -2.608
H 3.101 1.409 -3.186
H 3.401 0.328 -1.804
H 3.242 2.082 -1.542
H 0.671 2.462 -3.872
H 0.788 3.443 -2.381
H -0.707 2.535 -2.733
C -4.177 2.175 -2.736
C -4.560 0.861 -3.103
C -5.579 0.645 -4.033
C -6.215 1.730 -4.658
C -5.830 3.042 -4.329
C -4.830 3.265 -3.378
Se -2.903 2.435 -1.433
H 0.627 -0.768 0.091
H -4.057 0.020 -2.630
H -5.878 -0.373 -4.277
H -7.002 1.547 -5.396
H -6.315 3.888 -4.815
H -4.541 4.271 -3.090
S -3.383 -0.552 2.493
C -1.977 -0.626 3.526
C -0.859 -0.122 2.902
N -1.140 0.286 1.593
C -2.431 0.150 1.261
H -2.009 -0.983 4.543
H 0.149 -0.038 3.306
H -2.833 0.536 0.321

## Properties
net charge = +4
<S²> = 6.0417
2S+1 = 5
energy relative to the best compared isomer or geometry (same formula, charge and spin) = 0.6013 eV
orbital gap (alpha / beta) = 5.01 / 3.15 eV
max |F| = 0.0674 Eh/bohr